[1]
18
Properties=species:S:1:pos:R:3:forces:R:3 method="wB97M-V/def2-TZVPD" total_charge=0 molar_mass_da=105.141 spin_multiplicity=1 gap_ev=8.78 homo_energy_ev=-7.812 smiles="N/C=C/N.NCO"
N -0.03555 2.61197 1.41663 0.371 -0.444 0.183
C -0.02195 1.22554 1.14743 -0.216 -1.123 -0.184
C 1.10283 0.47902 1.16949 -1.209 0.386 -0.137
N 1.17395 -0.92895 0.90993 0.790 1.207 -0.316
H -0.63073 3.10441 0.78438 -0.430 0.301 -0.325
H 0.89805 2.98599 1.32790 0.064 0.208 0.123
H -1.04184 0.78245 0.94965 1.303 0.444 0.267
H 2.04463 0.97714 1.35101 0.191 -0.077 -0.050
H 0.34423 -1.37855 1.18690 -1.207 -0.663 0.308
H 1.91498 -1.34742 1.43575 0.462 -0.193 0.182
N -1.04967 -0.05447 -1.73690 0.754 -0.340 -1.086
C -1.11443 -1.42387 -1.23891 0.118 -0.022 -0.949
O 0.03328 -2.23626 -1.53111 -0.808 0.293 -0.135
H -0.18666 0.38847 -1.38226 -0.613 -0.208 -0.172
H -0.94933 -0.09147 -2.78273 -0.129 0.084 1.407
H -1.28644 -1.38387 -0.17108 -0.066 0.000 0.354
H -1.97902 -1.91946 -1.71246 0.437 0.126 0.226
H 0.78367 -1.79067 -1.12362 0.189 0.022 0.303

***

[2]
18
Properties=species:S:1:pos:R:3:forces:R:3 method="wB97M-V/def2-TZVPD" total_charge=0 molar_mass_da=105.141 spin_multiplicity=1 gap_ev=9.37 homo_energy_ev=-9.079
H -1.62998 2.40679 -2.52367 -0.612 0.377 2.447
N -1.81786 2.19596 -1.46779 1.501 -2.935 -1.913
C -0.71114 1.57375 -1.12909 1.608 3.016 1.655
N 0.51259 2.06412 -1.65148 -1.363 0.004 -4.401
N -0.43154 0.84059 0.03282 -4.165 -0.945 -1.425
C -1.23131 -0.38214 0.09961 -0.996 0.127 0.628
C -1.49021 -0.66312 1.51347 -2.461 -1.758 1.636
H 0.40233 1.86310 -2.69308 0.390 1.217 1.353
H 1.34727 1.58774 -1.47872 1.268 -1.302 1.115
H 0.43929 0.57426 0.34911 2.711 0.518 -0.108
H -2.22409 -0.08938 -0.26712 0.529 -0.773 -1.000
H -0.75549 -1.36342 -0.17432 -0.297 1.219 -1.429
H -2.08269 0.26407 1.89336 1.554 -1.801 0.351
H -2.26765 -1.61019 1.48448 1.973 2.172 0.602
H -0.49307 -1.01918 1.94306 -1.641 0.863 0.488
O 4.00517 -4.26247 2.02847 0.029 0.214 1.002
H 4.02732 -3.59262 2.74451 -0.026 -0.535 -0.882
H 3.94897 -3.79708 1.19585 0.000 0.320 -0.118

***

[3]
18
Properties=species:S:1:pos:R:3:forces:R:3 method="wB97M-V/def2-TZVPD" total_charge=0 molar_mass_da=105.141 spin_multiplicity=1 gap_ev=10.18 homo_energy_ev=-9.274 smiles="NC(N)=O.CCN"
N -0.38136 1.04203 1.74368 0.011 -0.033 0.035
C -0.72544 2.02329 0.88579 -0.044 0.127 -0.254
N -1.10666 3.23574 1.57051 -0.017 0.039 0.042
O -0.71848 1.90830 -0.32276 0.039 -0.065 0.140
H -0.08606 0.15108 1.38227 -0.004 -0.036 0.056
H -0.41197 1.21059 2.73186 0.012 -0.001 -0.024
H -0.53097 3.97939 1.18617 0.068 -0.007 0.028
H -2.04270 3.46811 1.25136 -0.056 -0.043 0.041
C 1.67841 -1.37598 -1.30108 -0.065 0.036 0.105
C 0.16947 -1.36330 -1.13496 -0.061 -0.076 -0.076
N -0.25268 -2.49069 -0.29773 -0.014 0.031 0.066
H 2.00490 -2.29979 -1.78339 0.024 0.020 -0.048
H 2.00825 -0.53080 -1.90483 0.024 -0.022 -0.026
H 2.16660 -1.32360 -0.32672 0.016 0.011 -0.008
H -0.15212 -0.43898 -0.65589 0.042 0.022 -0.064
H -0.30594 -1.36083 -2.12431 0.010 -0.032 -0.009
H -1.25077 -2.46690 -0.13121 -0.029 0.034 -0.037
H -0.06249 -3.36768 -0.76874 0.044 -0.006 0.034

***

[4]
18
Properties=species:S:1:pos:R:3:forces:R:3 method="wB97M-V/def2-TZVPD" total_charge=+1 molar_mass_da=120.116 spin_multiplicity=1 gap_ev=10.15 homo_energy_ev=-13.377
C -2.12548 0.05617 -0.03964 0.232 -2.210 -1.163
C 1.82014 -1.28858 0.77667 3.275 1.195 -0.952
C 1.69728 -0.22781 -0.27664 -4.372 1.223 2.067
N -1.00115 0.42816 -0.46104 3.044 1.159 -0.505
N -2.94044 0.88746 0.48373 -1.342 4.804 2.484
N 0.00134 -0.38642 -1.07218 -0.987 -0.920 -1.837
P 1.83034 1.55677 0.18565 3.611 -1.668 1.437
H -2.63450 -0.85722 -0.12459 0.144 -2.173 -0.529
H 2.86210 -1.70737 0.64022 -1.078 0.235 0.336
H 1.15838 -2.07339 0.76156 -1.665 -1.841 -0.589
H 1.76661 -0.87443 1.74340 -0.025 0.609 1.217
H 2.19749 -0.31724 -1.14050 1.915 -0.990 -3.084
H -3.86308 0.67994 0.82883 0.190 -0.356 -0.151
H -2.56865 1.83090 0.74394 -0.676 -1.200 -0.501
H -0.35217 -1.43720 -1.20118 1.227 2.484 0.225
H 0.12173 0.07648 -2.08614 -0.209 -1.581 2.716
H 0.84392 1.61812 1.06778 -1.682 0.036 1.421
H 1.18615 2.03565 -0.82988 -1.605 1.195 -2.592

***

[5]
18
Properties=species:S:1:pos:R:3:forces:R:3 method="wB97M-V/def2-TZVPD" total_charge=+2 molar_mass_da=121.209 spin_multiplicity=3 gap_ev="4.63 / 9.68" homo_energy_ev="-12.715 / -18.133"
C -1.97663 -6.46686 0.40547 0.455 -0.621 1.363
C 1.50166 1.13992 -0.80568 1.375 -2.870 -1.700
C -0.71841 2.47509 0.40154 0.421 1.634 1.315
N -1.03453 -6.71002 -0.43719 1.046 -2.297 -1.145
N 1.01113 3.97654 0.24754 -0.937 3.432 0.560
N 0.37550 2.93136 -0.43807 -1.666 0.525 1.202
S -2.90616 -6.28565 1.59116 0.458 0.142 -1.154
H 2.22162 1.48462 -1.53519 0.280 0.243 0.321
H 1.84170 0.84137 0.18225 -0.213 0.070 -0.105
H 0.70454 0.60712 -1.33944 0.136 0.126 0.743
H -0.28972 2.39768 1.46186 -0.633 -0.488 -1.137
H -1.50079 3.32325 0.54702 0.752 -1.495 -0.627
H -1.07409 1.52315 0.00551 -0.276 0.426 0.204
H -0.17214 -7.37682 -0.18126 -2.354 2.045 -0.208
H -1.33006 -6.89968 -1.43326 0.372 0.619 1.142
H 1.33361 3.96462 1.23096 -0.027 -1.403 0.031
H 1.79513 4.40282 -0.26705 -0.381 -0.236 -0.377
H 0.21764 4.67148 0.36382 1.193 0.148 -0.431

***

[6]
18
Properties=species:S:1:pos:R:3:forces:R:3 method="wB97M-V/def2-TZVPD" total_charge=+1 molar_mass_da=103.149 spin_multiplicity=1 gap_ev="7.75 / 7.75" homo_energy_ev="-13.007 / -13.007"
C -2.28444 0.42719 0.41675 2.280 -0.724 0.557
C 1.09713 -1.96768 -0.15977 -1.115 -0.054 -3.961
C 1.24684 1.67734 -0.21789 1.604 4.558 -0.169
N -2.17406 0.01369 -0.87422 -1.816 0.836 0.650
N -1.23324 0.34266 1.11545 2.182 -0.168 0.572
N 1.34539 -0.54886 -0.03826 1.520 0.609 -0.030
N 0.67875 0.41489 -0.50166 1.812 -2.472 1.045
H -3.15655 0.77580 0.89952 -1.598 0.340 -0.490
H 1.20109 -2.28589 0.79167 -0.754 -1.307 3.478
H 0.06592 -2.15682 -0.65478 2.102 -0.022 0.888
H 2.01390 -2.52460 -0.57349 -1.453 1.159 -0.486
H 1.89182 1.80630 0.68543 -1.001 -0.819 0.110
H 2.15476 1.99020 -0.93850 -2.471 -1.012 0.493
H 0.46254 2.56272 -0.20718 1.532 -2.220 -0.312
H -3.06312 -0.18800 -1.27235 -0.148 -0.336 -0.947
H -1.12916 0.61218 2.09126 -1.057 0.246 -0.382
H 2.21421 -0.50097 0.59415 -1.420 1.367 -0.960
H -1.33177 -0.45015 -1.15612 -0.199 0.019 -0.056

***

[7]
18
Properties=species:S:1:pos:R:3:forces:R:3 method="wB97M-V/def2-TZVPD" total_charge=+1 molar_mass_da=103.149 spin_multiplicity=1 gap_ev="7.58 / 7.90" homo_energy_ev="-13.210 / -13.243"
C -1.49848 -0.42569 0.87885 -2.643 -2.886 -0.467
C 1.31331 1.32383 -0.80256 0.156 1.320 -1.296
C 0.81001 -0.84383 -1.36320 -2.629 1.736 0.702
N -0.45131 0.04850 1.41085 0.033 1.872 0.616
N -2.67701 0.23931 0.96916 4.148 1.437 0.480
N 1.58284 -0.02763 -0.54005 0.892 -0.078 0.893
N 0.72779 -0.51462 1.31783 2.993 0.495 -0.868
H -1.59198 -1.49585 0.49249 0.223 1.294 0.436
H 1.92708 1.62646 -1.73928 -1.022 -0.875 1.006
H 0.24246 1.53813 -0.98392 0.398 0.088 -0.005
H 1.75374 1.99174 -0.09987 0.081 0.399 0.977
H 1.11711 -1.79472 -1.18824 0.458 -3.128 -0.140
H -0.29069 -0.67911 -1.07687 0.791 -0.401 -0.212
H 0.75483 -0.54489 -2.39736 0.558 0.200 -0.475
H -3.50132 -0.16988 0.71755 -2.397 -0.949 -0.830
H -2.55750 1.23605 1.14240 -0.724 -0.408 0.115
H 1.41302 0.03174 1.88894 -0.670 -0.887 -0.670
H 0.92609 -1.53955 1.37326 -0.648 0.770 -0.263

***

[8]
18
Properties=species:S:1:pos:R:3:forces:R:3 method="wB97M-V/def2-TZVPD" total_charge=+1 molar_mass_da=103.149 spin_multiplicity=1 gap_ev=10.55 homo_energy_ev=-14.295 smiles="[H]/N=C(/CC)N(N)[NH3+]"
H 2.27785 1.04653 -0.71811 4.694 -1.585 -0.227
N 1.40621 1.37547 -0.69349 -4.097 0.652 0.244
C 0.59492 0.64940 -0.07356 -2.402 1.846 0.654
C -0.90440 1.17002 0.05765 1.711 -3.793 -0.853
C -1.55303 0.84733 -1.36349 0.810 4.658 0.255
N 0.87504 -0.48043 0.72668 -0.586 -0.682 1.334
N 1.91500 -1.25596 0.59039 1.186 -1.321 -2.034
N -0.35320 -1.35635 1.05896 1.757 1.092 0.753
H -1.36292 0.60441 0.93734 -0.015 1.753 -1.064
H -0.78909 2.21769 0.21164 -0.392 0.628 0.210
H -1.97327 -0.08777 -1.61379 -0.057 -1.344 0.089
H -2.40437 1.58924 -1.30925 0.614 -0.942 -0.846
H -0.77275 1.24732 -2.16955 -1.877 -1.063 1.660
H 2.62085 -1.25035 1.29389 0.419 0.000 0.160
H 2.03739 -1.71713 -0.33382 0.434 0.550 1.153
H -0.48911 -1.37995 2.08048 -0.638 0.916 -0.422
H -0.12818 -2.31219 0.87654 0.271 -0.869 -1.100
H -0.99694 -0.90728 0.44151 -1.830 -0.495 0.035

***

Repeat the fifth record exactly.
18
Properties=species:S:1:pos:R:3:forces:R:3 method="wB97M-V/def2-TZVPD" total_charge=+2 molar_mass_da=121.209 spin_multiplicity=3 gap_ev="4.63 / 9.68" homo_energy_ev="-12.715 / -18.133"
C -1.97663 -6.46686 0.40547 0.455 -0.621 1.363
C 1.50166 1.13992 -0.80568 1.375 -2.870 -1.700
C -0.71841 2.47509 0.40154 0.421 1.634 1.315
N -1.03453 -6.71002 -0.43719 1.046 -2.297 -1.145
N 1.01113 3.97654 0.24754 -0.937 3.432 0.560
N 0.37550 2.93136 -0.43807 -1.666 0.525 1.202
S -2.90616 -6.28565 1.59116 0.458 0.142 -1.154
H 2.22162 1.48462 -1.53519 0.280 0.243 0.321
H 1.84170 0.84137 0.18225 -0.213 0.070 -0.105
H 0.70454 0.60712 -1.33944 0.136 0.126 0.743
H -0.28972 2.39768 1.46186 -0.633 -0.488 -1.137
H -1.50079 3.32325 0.54702 0.752 -1.495 -0.627
H -1.07409 1.52315 0.00551 -0.276 0.426 0.204
H -0.17214 -7.37682 -0.18126 -2.354 2.045 -0.208
H -1.33006 -6.89968 -1.43326 0.372 0.619 1.142
H 1.33361 3.96462 1.23096 -0.027 -1.403 0.031
H 1.79513 4.40282 -0.26705 -0.381 -0.236 -0.377
H 0.21764 4.67148 0.36382 1.193 0.148 -0.431